[1]
Here is C33H32CoN5OPS2Se as an isolated structure from the Open Molecules 2025 dataset. Energies are from ωB97M-V/def2-TZVPD.

Calculated values
- E_LUMO (alpha / beta) (eV) = -0.29 / -0.50
- HOMO (alpha / beta) (eV) = -7.6 / -7.5

Structure (ORCA input):
```
! RIJCOSX wB97M-V def2-TZVPD def2/J DEFGRID3
* xyz 0 4
Co 0.194 -0.183 0.299
C 2.027 3.528 -0.411
C 1.555 3.172 1.000
C 2.386 2.055 1.630
C 0.051 2.867 1.034
C -0.779 4.101 0.690
O -1.763 3.625 -0.243
C -1.478 2.344 -0.525
N -0.466 1.841 0.074
C -2.487 1.728 -1.420
C -3.454 2.605 -1.930
C -4.504 2.151 -2.702
C -4.613 0.797 -2.983
C -3.655 -0.074 -2.502
C -2.585 0.364 -1.719
P -1.395 -0.942 -1.200
C -1.061 -1.588 -2.882
C -0.366 -0.730 -3.738
C -0.128 -1.089 -5.056
C -0.578 -2.315 -5.534
C -1.275 -3.166 -4.691
C -1.522 -2.805 -3.371
C -2.490 -2.146 -0.374
C -3.655 -1.720 0.264
C -4.407 -2.607 1.020
C -4.001 -3.927 1.152
C -2.835 -4.354 0.534
C -2.074 -3.470 -0.217
H 3.091 3.769 -0.402
H 1.495 4.394 -0.814
H 1.878 2.696 -1.094
H 1.672 4.055 1.637
H 2.185 1.087 1.177
H 2.186 1.960 2.697
H 3.452 2.235 1.480
H -0.204 2.505 2.032
H -0.193 4.880 0.206
H -1.297 4.524 1.546
H -3.376 3.657 -1.704
H -5.239 2.852 -3.078
H -5.439 0.421 -3.574
H -3.736 -1.128 -2.733
H -0.011 0.224 -3.366
H 0.413 -0.414 -5.709
H -0.393 -2.599 -6.563
H -1.639 -4.118 -5.060
H -2.076 -3.478 -2.731
H -3.976 -0.689 0.185
H -5.304 -2.260 1.517
H -4.583 -4.616 1.750
H -2.502 -5.379 0.648
H -1.148 -3.808 -0.663
S 1.314 -2.059 1.251
C 1.356 -3.098 -0.048
N 1.398 -3.827 -0.955
N 2.737 -2.009 -3.104
C 3.041 -1.425 -1.928
S 2.346 0.066 -1.519
N 3.925 -2.108 -1.185
C 4.438 -1.894 0.124
C 4.805 -3.036 0.829
C 5.315 -2.935 2.112
C 5.470 -1.689 2.702
C 5.130 -0.552 1.986
C 4.623 -0.643 0.697
H 1.947 -1.613 -3.584
H 2.802 -3.014 -3.168
H 4.098 -3.044 -1.518
H 4.673 -4.013 0.371
H 5.584 -3.835 2.651
H 5.860 -1.607 3.709
H 5.264 0.425 2.432
H 4.375 0.247 0.143
Se -1.458 -0.181 2.327
C -0.289 0.525 3.530
N 0.443 0.995 4.295
*
```

Which charges does Löwdin predict for the atoms? In e, they are: 0.08, -0.06, -0.36, -0.07, -0.26, -0.06, 0.01, -0.30, 0.06, -0.10, 0.00, -0.05, -0.05, -0.08, -0.27, 1.05, -0.34, -0.14, -0.09, -0.08, -0.07, -0.08, -0.37, -0.14, -0.07, -0.07, -0.06, -0.10, 0.09, 0.07, 0.02, 0.14, 0.01, 0.06, 0.08, 0.10, 0.12, 0.14, 0.12, 0.11, 0.11, 0.11, 0.08, 0.11, 0.10, 0.11, 0.10, 0.10, 0.11, 0.11, 0.11, 0.08, 0.60, -0.87, 0.06, 0.12, -0.82, 0.68, 0.07, -0.28, -0.05, -0.08, -0.08, -0.07, -0.07, 0.05, 0.10, 0.14, 0.12, 0.11, 0.10, 0.10, 0.06, 0.62, -0.85, 0.04

---

[2]
Here is C33H32N4OsS2Se as an isolated structure in a non-equilibrium geometry from the Open Molecules 2025 dataset. Energies are from ωB97M-V/def2-TZVPD.

Calculated values
- E_LUMO (alpha / beta) (eV) = -0.91 / -0.91
- HOMO (alpha / beta) (eV) = -7.2 / -7.2
- relative energy (zero: lowest compared OMol25 entry of this formula, charge and spin) (kJ/mol) = 220.4

Structure (ORCA input):
```
! RIJCOSX wB97M-V def2-TZVPD def2/J DEFGRID3
* xyz 0 1
Os -0.232 0.282 0.338
C 1.441 -2.655 -1.270
N 1.518 -1.195 -1.469
C 2.804 -0.703 -0.956
C 2.705 0.538 -0.098
N 1.909 0.323 1.144
C 2.119 1.445 2.083
C 2.313 -0.918 1.825
C 3.639 -1.098 2.215
C 4.027 -2.241 2.888
C 3.070 -3.210 3.189
C 1.759 -3.033 2.790
C 1.370 -1.882 2.091
S -0.278 -1.705 1.532
C 1.213 -0.857 -2.839
C 2.168 -0.381 -3.738
C 1.851 -0.119 -5.065
C 0.567 -0.327 -5.533
C -0.401 -0.766 -4.644
C -0.093 -1.022 -3.315
S -0.901 1.325 -1.373
H 2.139 -3.178 -1.936
H 0.431 -2.998 -1.451
H 1.682 -2.889 -0.237
H 3.523 -0.490 -1.741
H 3.245 -1.502 -0.365
H 2.238 1.357 -0.642
H 3.725 0.843 0.162
H 3.168 1.485 2.381
H 1.503 1.299 2.966
H 1.847 2.379 1.612
H 4.379 -0.339 1.983
H 5.061 -2.375 3.178
H 3.351 -4.103 3.735
H 1.008 -3.783 3.008
H 3.187 -0.202 -3.434
H 2.626 0.242 -5.730
H 0.311 -0.126 -6.565
H -1.423 -0.897 -4.975
C -3.857 0.463 4.311
C -4.177 1.170 3.157
C -3.178 1.529 2.264
C -1.859 1.177 2.513
C -1.536 0.480 3.664
C -2.534 0.122 4.561
N -0.820 1.604 1.602
C -0.545 2.995 1.625
C 0.202 3.631 0.630
C 0.469 4.995 0.698
C 0.007 5.760 1.754
C -0.723 5.134 2.758
C -0.992 3.777 2.703
H -4.634 0.179 5.009
H -5.204 1.450 2.956
H -3.408 2.091 1.366
H -0.503 0.222 3.861
H -2.272 -0.420 5.462
H 0.564 3.061 -0.208
H 1.050 5.454 -0.093
H 0.210 6.822 1.798
H -1.090 5.706 3.602
H -1.548 3.319 3.509
Se -1.571 -1.426 -2.152
C -2.041 -3.042 -3.130
C -3.308 -3.076 -3.700
C -3.670 -4.162 -4.485
N -2.868 -5.197 -4.729
C -1.658 -5.158 -4.169
C -1.200 -4.117 -3.376
H -4.003 -2.260 -3.545
H -4.649 -4.193 -4.953
H -1.012 -6.007 -4.369
H -0.197 -4.167 -2.977
*
```

Which charges does Löwdin predict for the atoms? In e, they are: 0.82, -0.08, -0.16, -0.17, -0.16, -0.25, -0.04, -0.31, -0.04, -0.08, -0.08, -0.10, -0.61, 0.61, -0.28, -0.02, -0.08, -0.08, -0.10, -0.48, 0.17, 0.11, 0.02, 0.07, 0.10, 0.12, 0.11, 0.13, 0.10, 0.10, 0.07, 0.11, 0.10, 0.10, 0.10, 0.09, 0.10, 0.11, 0.11, -0.09, -0.08, -0.03, -0.36, -0.08, -0.08, -0.22, -0.30, -0.11, -0.08, -0.10, -0.08, -0.02, 0.10, 0.10, 0.12, 0.10, 0.10, 0.02, 0.10, 0.10, 0.10, 0.11, 0.96, -0.48, -0.11, -0.15, 0.05, -0.15, -0.09, 0.10, 0.10, 0.10, 0.09

---

[3]
Here is C33H33AsIrN3O5S3 as an isolated structure in a non-equilibrium geometry from the Open Molecules 2025 dataset. Energies are from ωB97M-V/def2-TZVPD.

Calculated values
- E_LUMO (alpha / beta) (eV) = -3.72 / -4.65
- HOMO (alpha / beta) (eV) = -10.5 / -10.7
- relative energy (zero: lowest compared OMol25 entry of this formula, charge and spin) (kJ/mol) = 226.0

Structure (ORCA input):
```
! RIJCOSX wB97M-V def2-TZVPD def2/J DEFGRID3
* xyz 1 2
Ir -1.649 0.283 0.494
C -1.603 3.238 3.932
C -1.583 2.597 2.575
S -2.418 1.083 2.461
C -0.959 3.149 1.484
C -0.182 4.428 1.502
S -1.035 2.371 -0.071
H -2.207 2.661 4.631
H -2.008 4.250 3.893
H -0.594 3.299 4.344
H -0.469 5.048 2.352
H -0.349 5.010 0.595
H 0.889 4.230 1.574
O 0.103 -0.028 1.554
As 1.375 -1.128 1.397
C 2.787 -0.394 0.327
C 4.046 -0.985 0.315
C 5.052 -0.440 -0.468
C 4.800 0.693 -1.228
C 3.545 1.285 -1.204
C 2.533 0.745 -0.426
C 1.906 -1.366 3.224
C 2.913 -2.277 3.525
C 3.297 -2.459 4.845
C 2.668 -1.739 5.852
C 1.658 -0.841 5.545
C 1.272 -0.645 4.226
C 0.866 -2.869 0.799
C -0.083 -3.566 1.537
C -0.450 -4.842 1.141
C 0.151 -5.423 0.031
C 1.115 -4.730 -0.687
C 1.472 -3.444 -0.309
H 4.258 -1.871 0.902
H 6.031 -0.899 -0.482
H 5.587 1.118 -1.838
H 3.351 2.170 -1.794
H 1.559 1.210 -0.404
H 3.383 -2.869 2.749
H 4.078 -3.168 5.087
H 2.966 -1.884 6.882
H 1.168 -0.287 6.335
H 0.492 0.061 3.971
H -0.535 -3.124 2.419
H -1.195 -5.387 1.704
H -0.129 -6.423 -0.270
H 1.585 -5.188 -1.548
H 2.207 -2.891 -0.882
O -0.259 -0.990 -0.972
C -0.689 -0.490 -2.059
O -1.598 0.364 -2.039
C -0.093 -0.941 -3.353
C -0.316 -0.204 -4.510
C 0.232 -0.613 -5.714
C 0.989 -1.771 -5.723
C 1.220 -2.532 -4.591
C 0.673 -2.100 -3.395
N 1.577 -2.219 -7.004
O 2.238 -3.236 -6.990
O 1.359 -1.539 -7.986
H -0.917 0.694 -4.456
H 0.087 -0.059 -6.628
H 1.816 -3.429 -4.663
H 0.827 -2.660 -2.484
C -3.709 2.448 -2.433
N -4.357 2.685 -1.158
C -4.903 4.000 -0.814
C -5.396 3.816 0.636
N -5.131 2.396 0.864
C -4.478 1.841 -0.153
S -3.927 0.201 -0.160
H -4.343 2.849 -3.224
H -3.563 1.381 -2.568
H -2.736 2.940 -2.453
H -5.707 4.257 -1.505
H -4.122 4.756 -0.897
H -6.454 4.039 0.750
H -4.825 4.424 1.338
H -5.161 1.933 1.756
*
```

Which charges does Löwdin predict for the atoms? In e, they are: 0.73, -0.11, -0.69, 0.70, -0.67, -0.10, 0.79, 0.07, 0.09, 0.10, 0.08, 0.08, 0.10, -0.66, 1.28, -0.29, -0.09, -0.06, -0.06, -0.06, -0.08, -0.29, -0.09, -0.07, -0.07, -0.07, -0.08, -0.32, -0.08, -0.06, -0.06, -0.06, -0.11, 0.10, 0.11, 0.11, 0.11, 0.06, 0.10, 0.11, 0.11, 0.11, 0.09, 0.11, 0.11, 0.11, 0.11, 0.10, -0.13, -0.61, -0.16, -0.11, 0.01, 0.02, -0.13, 0.02, 0.01, -0.35, 0.08, 0.09, 0.12, 0.12, 0.12, 0.08, -0.04, -0.13, -0.08, -0.09, 0.04, -0.73, 0.64, 0.10, 0.06, 0.08, 0.13, 0.13, 0.12, 0.12, 0.12

---

[4]
Here is C33H33BrCl2IrN3OP as an isolated structure in a non-equilibrium geometry from the Open Molecules 2025 dataset. Energies are from ωB97M-V/def2-TZVPD.

Calculated values
- E_LUMO (alpha / beta) (eV) = -13.01 / -14.75
- HOMO (alpha / beta) (eV) = -19.1 / -19.1
- relative energy (zero: lowest compared OMol25 entry of this formula, charge and spin) (kJ/mol) = 307.4

Structure (ORCA input):
```
! RIJCOSX wB97M-V def2-TZVPD def2/J DEFGRID3
* xyz 4 2
Ir 0.330 1.028 -0.046
Br -7.296 1.168 -1.238
C -5.571 1.539 -0.886
C -5.024 2.787 -1.301
C -3.715 3.067 -1.026
C -2.913 2.121 -0.341
C -3.446 0.865 0.028
C -4.758 0.577 -0.217
N -1.581 2.428 -0.010
C -1.310 3.603 0.438
C 0.053 4.004 0.699
C 0.349 5.280 1.131
C 1.686 5.644 1.307
C 2.665 4.713 1.031
C 2.290 3.432 0.623
N 1.017 3.074 0.468
H -5.643 3.506 -1.825
H -3.292 4.010 -1.349
H -2.811 0.150 0.536
H -5.191 -0.363 0.101
H -2.098 4.325 0.646
H -0.448 5.987 1.325
H 1.945 6.639 1.648
H 3.715 4.953 1.132
H 3.042 2.679 0.427
Cl 2.317 0.595 2.165
C 1.152 0.936 3.460
Cl -0.452 1.197 2.729
H 1.450 1.838 3.980
H 1.101 0.080 4.125
N -0.707 0.154 -1.726
C -1.381 -1.130 -1.587
C -2.438 -1.483 -2.402
C -3.004 -2.747 -2.257
C -2.542 -3.615 -1.273
C -1.507 -3.224 -0.432
C -0.920 -1.974 -0.611
P 0.445 -1.341 0.362
C 0.202 -2.001 1.998
C 1.282 -2.584 2.672
C 1.085 -3.141 3.926
C -0.164 -3.073 4.532
C -1.238 -2.476 3.871
C -1.056 -1.933 2.614
C 1.943 -2.067 -0.309
C 1.937 -3.418 -0.666
C 3.118 -4.018 -1.075
C 4.283 -3.268 -1.189
C 4.296 -1.929 -0.820
C 3.122 -1.322 -0.404
H -1.293 0.815 -2.232
H 0.152 0.045 -2.270
H -2.788 -0.809 -3.178
H -3.806 -3.053 -2.916
H -2.992 -4.592 -1.159
H -1.186 -3.875 0.372
H 2.260 -2.628 2.208
H 1.901 -3.648 4.424
H -0.308 -3.491 5.519
H -2.209 -2.438 4.346
H -1.888 -1.456 2.110
H 1.035 -4.012 -0.614
H 3.124 -5.076 -1.303
H 5.173 -3.720 -1.608
H 5.216 -1.361 -0.871
H 3.129 -0.271 -0.142
C 1.992 -0.394 -3.552
C 2.616 0.814 -2.904
O 1.658 1.494 -2.000
H 2.702 -0.804 -4.272
H 1.098 -0.126 -4.122
H 1.772 -1.189 -2.835
H 2.904 1.534 -3.669
H 3.505 0.545 -2.337
H 1.909 2.425 -1.980
*
```

Which charges does Löwdin predict for the atoms? In e, they are: 1.05, 1.21, -0.63, -0.03, 0.03, -0.21, 0.01, -0.04, 0.01, -0.03, -0.25, 0.07, 0.05, 0.04, -0.11, -0.06, 0.14, 0.14, 0.10, 0.13, 0.16, 0.15, 0.15, 0.15, 0.11, 0.67, -0.80, 0.65, 0.06, 0.05, 0.01, -0.32, 0.00, -0.01, 0.00, -0.03, -0.31, 1.00, -0.40, -0.08, -0.02, -0.01, -0.03, -0.14, -0.38, -0.05, -0.01, -0.01, -0.04, -0.16, 0.13, 0.05, 0.13, 0.13, 0.14, 0.13, 0.11, 0.13, 0.13, 0.13, 0.09, 0.11, 0.13, 0.13, 0.13, 0.04, -0.05, -0.20, -0.18, 0.12, 0.10, 0.07, 0.14, 0.11, 0.10